1.
Molecular formula: C11H14FN
Method: DFT, ωB97M-V with the def2-TZVPD basis set

Geometry as ORCA input:
```
! wB97M-V def2-TZVPD RIJCOSX def2/J DEFGRID3
* xyz 0 1
C -0.41268 1.43631 2.78624
C -1.20271 0.09526 2.48931
C -1.31244 -0.17944 1.01477
C -1.22050 -1.59708 0.53519
C 0.01454 -0.78068 0.33919
C 0.41572 -0.50080 -1.13387
C 1.78677 -0.42586 -1.05757
C 2.52409 -0.26284 -2.26853
C 1.84856 -0.25458 -3.48315
C 0.49001 -0.55651 -3.47803
C -0.37321 -0.57958 -2.31400
H -0.09407 3.28595 2.01877
H -0.74296 2.09748 0.91940
H -1.07069 1.82696 3.71460
H 0.68455 1.22230 3.29939
H -0.88893 -0.81190 3.03685
H -2.27643 0.21989 2.83787
H -1.87526 0.50326 0.42344
H -2.00081 -1.63507 -0.38386
H -1.29612 -2.30889 1.33155
H 2.32483 -0.40531 -0.01650
H 3.66525 -0.07767 -2.22889
H 2.20305 0.01727 -4.46372
H -0.10815 -0.67820 -4.49329
H -1.46726 -1.05865 -2.40965
N -0.79173 2.47214 1.83812
F 1.17656 -1.06377 1.14634
*
```

For the total energy, the calculation gives -582.0047 Ha. The relative energy (zero: lowest compared OMol25 entry of this formula, charge and spin) is 109.2 kcal per mole. As for the strongest force on any atom: 0.104 hartree/bohr. The value obtained for the HOMO energy is -8.81 eV. Its SMILES is NCC[C@@H]1C[C@@]1(F)c1ccccc1. Its gap between HOMO and LUMO is 9.712 eV. For the molecular weight, the calculation gives 179.2 g/mol.

Results of the natural (NBO) charge analysis, in e, for atoms 1 through 4: -0.2298 -0.4223 -0.2391 -0.4409



2.
Molecular formula: C11H14N2O
Method: DFT, ωB97M-V with the def2-TZVPD basis set

Geometry as ORCA input:
```
! wB97M-V def2-TZVPD RIJCOSX def2/J DEFGRID3
* xyz 0 1
C 1.87263 3.22712 -1.74568
C -0.96331 1.63401 0.07033
C -0.64753 1.63433 1.41481
C -0.13892 2.10291 -1.02245
C 1.04726 2.63551 -0.65363
C 0.60562 2.15455 1.75363
C 1.46841 2.55852 0.71149
O -1.53951 1.41159 2.42073
H -1.98445 1.42011 -0.23192
H -0.57821 1.96928 -1.92133
H 1.03505 2.08155 2.78624
H -0.95499 0.99098 3.16397
H 2.96000 3.43942 -1.16313
H 1.32569 4.14866 -2.15618
H 2.48293 2.91813 1.01777
H 2.04273 2.49836 -2.68527
C 0.46408 -2.11444 1.08704
C -0.81012 -3.96363 -1.81575
C -0.30132 -2.97182 0.11326
C -1.70223 -3.29592 0.11738
N 0.19427 -3.30204 -1.11225
N -1.93740 -4.10526 -1.00176
H -0.59929 -4.11198 -2.83581
H -2.85762 -4.31891 -1.25717
H -2.36131 -3.05888 0.90408
H 0.52856 -1.21262 0.55095
H 1.42908 -2.47381 1.39875
H -0.08012 -1.89566 2.09190
*
```

For the total energy, the calculation gives -612.2169 Ha. The relative energy (zero: lowest compared OMol25 entry of this formula, charge and spin) is 84.0 kcal per mole. As for the strongest force on any atom: 0.126 hartree/bohr. The value obtained for the HOMO energy is -8.20 eV. Its SMILES is Cc1ccc(O)cc1.Cc1c[nH]cn1. Its gap between HOMO and LUMO is 8.937 eV. For the molecular weight, the calculation gives 190.2 g/mol.

Results of the natural (NBO) charge analysis, in e, for atoms 1 through 4: -0.6238 -0.2502 0.2617 -0.1866



Repeat the first record exactly.
Molecular formula: C11H14FN
Method: DFT, ωB97M-V with the def2-TZVPD basis set

Geometry as ORCA input:
```
! wB97M-V def2-TZVPD RIJCOSX def2/J DEFGRID3
* xyz 0 1
C -0.41268 1.43631 2.78624
C -1.20271 0.09526 2.48931
C -1.31244 -0.17944 1.01477
C -1.22050 -1.59708 0.53519
C 0.01454 -0.78068 0.33919
C 0.41572 -0.50080 -1.13387
C 1.78677 -0.42586 -1.05757
C 2.52409 -0.26284 -2.26853
C 1.84856 -0.25458 -3.48315
C 0.49001 -0.55651 -3.47803
C -0.37321 -0.57958 -2.31400
H -0.09407 3.28595 2.01877
H -0.74296 2.09748 0.91940
H -1.07069 1.82696 3.71460
H 0.68455 1.22230 3.29939
H -0.88893 -0.81190 3.03685
H -2.27643 0.21989 2.83787
H -1.87526 0.50326 0.42344
H -2.00081 -1.63507 -0.38386
H -1.29612 -2.30889 1.33155
H 2.32483 -0.40531 -0.01650
H 3.66525 -0.07767 -2.22889
H 2.20305 0.01727 -4.46372
H -0.10815 -0.67820 -4.49329
H -1.46726 -1.05865 -2.40965
N -0.79173 2.47214 1.83812
F 1.17656 -1.06377 1.14634
*
```

For the total energy, the calculation gives -582.0047 Ha. The relative energy (zero: lowest compared OMol25 entry of this formula, charge and spin) is 109.2 kcal per mole. As for the strongest force on any atom: 0.104 hartree/bohr. The value obtained for the HOMO energy is -8.81 eV. Its SMILES is NCC[C@@H]1C[C@@]1(F)c1ccccc1. Its gap between HOMO and LUMO is 9.712 eV. For the molecular weight, the calculation gives 179.2 g/mol.

Results of the natural (NBO) charge analysis, in e, for atoms 1 through 4: -0.2298 -0.4223 -0.2391 -0.4409